No. 1
13
Properties=species:S:1:pos:R:3 method="wB97M-V/def2-TZVPD" e_above_lowest_ev=4.389 e_homo_ev=-9.5 total_energy_ev=-9269.1131 largest_force_ha_per_bohr=0.080 smiles="C=NN1CC(=O)C1" gap_ev=10.3
C 1.268 1.257 1.323
C -0.417 0.499 -0.871
C -0.623 -0.892 -1.372
C -0.632 -1.361 0.164
H 1.894 1.560 2.270
H 1.024 2.101 0.531
H -1.060 1.139 -1.505
H 0.618 0.636 -1.064
H -1.631 -1.779 0.630
H 0.280 -1.915 0.364
N 0.531 0.154 1.428
N -0.565 0.027 0.544
O -0.687 -1.425 -2.442



No. 2
117
Properties=species:S:1:pos:R:3 method="wB97M-V/def2-TZVPD" e_above_lowest_ev=0.000 total_charge=+2 e_homo_ev=-13.3 total_energy_ev=-239761.6233 largest_force_ha_per_bohr=0.018 gap_ev=7.0
W -1.747 -0.534 0.812
Se -0.837 2.017 1.045
P -2.799 2.877 1.460
Se -3.879 0.993 1.503
C -3.387 3.944 0.135
C -4.684 3.820 -0.356
C -5.131 4.696 -1.336
C -4.287 5.683 -1.822
C -2.991 5.804 -1.333
C -2.539 4.938 -0.352
C -2.864 3.820 2.981
C -4.121 4.152 3.487
C -4.212 4.920 4.634
C -3.055 5.361 5.267
C -1.807 5.031 4.761
C -1.705 4.254 3.616
H -5.339 3.040 0.014
H -6.140 4.607 -1.715
H -4.639 6.366 -2.584
H -2.338 6.580 -1.710
H -1.530 5.037 0.035
H -5.024 3.811 2.993
H -5.183 5.177 5.034
H -3.131 5.965 6.161
H -0.911 5.378 5.258
H -0.732 3.986 3.224
F -4.743 -2.303 2.762
Sb -5.348 -2.596 1.012
F -6.850 -3.596 1.408
F -4.189 -4.089 0.934
F -5.460 -2.651 -0.852
F -3.593 -1.527 0.551
F -6.188 -0.930 1.023
C 2.302 -5.416 4.760
C 1.330 -4.298 4.549
C 0.422 -4.336 3.487
C -0.468 -3.309 3.276
C -1.546 -3.471 2.228
C -0.464 -2.200 4.166
C -1.287 -1.076 3.940
O -1.819 -0.726 2.859
C 0.396 -2.189 5.302
C 0.438 -1.090 6.332
C 1.291 -3.230 5.443
H 2.226 -6.169 3.979
H 2.118 -5.898 5.723
H 3.324 -5.035 4.785
H 0.382 -5.205 2.847
H -2.568 -4.997 1.612
H -2.117 -3.156 0.251
H -2.482 -3.079 2.647
H -1.482 -0.393 4.767
H 1.310 -0.452 6.170
H 0.546 -1.533 7.321
H -0.439 -0.451 6.358
H 1.968 -3.228 6.290
O -1.690 -4.854 1.991
C -1.353 -2.733 0.897
I 0.416 -3.493 -0.102
C -1.817 -1.088 -1.209
C -2.021 -1.838 -2.361
C -2.700 -1.186 -3.374
C -3.150 0.137 -3.221
C -2.918 0.805 -2.043
N -2.235 0.135 -1.100
H -1.702 -2.867 -2.446
H -2.924 -1.713 -4.293
H -3.712 0.617 -4.009
H -3.259 1.807 -1.821
C 2.085 -0.429 2.326
C 1.389 -0.424 1.006
O 2.280 -0.364 -0.017
N 0.143 -0.441 0.831
Te 1.557 -0.448 -1.842
C 2.809 -1.848 -2.793
C 3.730 -2.713 -2.205
C 4.062 -2.798 -0.739
C 4.435 -3.558 -3.061
C 4.249 -3.567 -4.434
C 5.023 -4.497 -5.321
C 3.301 -2.702 -4.974
C 2.567 -1.840 -4.179
C 1.554 -0.930 -4.832
C 2.464 1.331 -2.454
C 3.853 1.515 -2.442
C 4.833 0.499 -1.924
C 4.345 2.712 -2.950
C 3.514 3.695 -3.471
C 4.075 4.974 -4.018
C 2.138 3.477 -3.461
C 1.589 2.313 -2.953
C 0.092 2.141 -2.980
H 2.917 -1.133 2.301
H 1.396 -0.696 3.120
H 2.490 0.568 2.510
H 3.321 -2.336 -0.099
H 5.026 -2.321 -0.545
H 4.156 -3.843 -0.447
H 5.160 -4.235 -2.622
H 5.804 -5.017 -4.770
H 5.485 -3.953 -6.144
H 4.360 -5.246 -5.758
H 3.124 -2.705 -6.044
H 1.337 -1.275 -5.841
H 1.914 0.099 -4.903
H 0.588 -0.925 -4.307
H 4.475 0.002 -1.023
H 5.775 0.986 -1.681
H 5.039 -0.264 -2.677
H 5.416 2.876 -2.940
H 5.162 4.950 -4.057
H 3.776 5.819 -3.395
H 3.697 5.163 -5.023
H 1.478 4.242 -3.854
H -0.391 3.092 -3.199
H -0.299 1.806 -2.017
H -0.225 1.432 -3.751



No. 3
46
Properties=species:S:1:pos:R:3 method="wB97M-V/def2-TZVPD" e_above_lowest_ev=2.723 e_homo_ev=-7.5 total_energy_ev=-38979.8792 largest_force_ha_per_bohr=0.020 smiles="COc1ccc(C)cc1S(=O)(=O)N1CCN(c2ccccc2)CC1" gap_ev=8.1
C 2.992 2.713 0.552
H 3.785 3.181 -0.037
H 3.435 2.025 1.269
H 2.429 3.484 1.089
O 2.146 1.921 -0.252
C 1.525 2.492 -1.308
C 0.806 1.652 -2.158
C 0.112 2.153 -3.240
C 0.109 3.511 -3.525
C 0.837 4.347 -2.686
C 1.535 3.856 -1.598
H 2.083 4.544 -0.973
H 0.860 5.409 -2.885
C -0.631 4.060 -4.705
H 0.071 4.339 -5.491
H -1.316 3.319 -5.106
H -1.192 4.950 -4.428
H -0.415 1.445 -3.861
S 0.722 -0.120 -1.908
O 0.304 -0.713 -3.146
O 1.924 -0.628 -1.310
N -0.591 -0.224 -0.844
C -0.216 0.126 0.517
H 0.835 -0.140 0.682
C -1.093 -0.583 1.547
N -0.999 -2.016 1.403
C -0.957 -2.857 2.490
C -0.426 -4.149 2.389
C -0.411 -4.995 3.479
C -0.915 -4.587 4.702
C -1.445 -3.314 4.815
C -1.475 -2.461 3.730
H -1.925 -1.487 3.844
H -1.853 -2.980 5.759
H -0.897 -5.251 5.553
H 0.010 -5.985 3.373
H -0.004 -4.490 1.457
C -0.756 -2.500 0.061
H -1.268 -3.458 -0.073
C -1.304 -1.484 -0.936
H -1.183 -1.841 -1.959
H -2.367 -1.302 -0.749
H 0.317 -2.639 -0.139
H -2.133 -0.240 1.435
H -0.743 -0.295 2.541
H -0.321 1.209 0.631



No. 4
99
Properties=species:S:1:pos:R:3 method="wB97M-V/def2-TZVPD" multiplicity=8 e_above_lowest_ev=0.000 total_charge=+1 e_homo_ev="-10.6 / -10.7" total_energy_ev=-84291.3792 largest_force_ha_per_bohr=0.046 gap_ev="5.2 / 7.9"
O -1.949 -1.118 -1.376
O 2.477 -2.970 -3.926
C -2.218 -2.518 -1.048
C -3.625 -2.948 -1.418
H -2.025 -2.592 0.036
H -1.467 -3.136 -1.565
H -4.374 -2.483 -0.754
H -3.657 -4.038 -1.293
H -3.910 -2.738 -2.463
C -1.366 -0.892 -2.688
C -1.337 -2.065 -3.680
H -0.319 -0.522 -2.533
H -1.984 -0.057 -3.053
H -0.478 -2.737 -3.502
H -1.171 -1.604 -4.664
H -2.265 -2.653 -3.763
C 3.027 -1.652 -4.005
C 3.115 -3.854 -3.005
C 2.642 -1.045 -5.356
H 4.124 -1.684 -3.877
H 2.617 -1.030 -3.186
H 2.947 -1.699 -6.190
H 3.107 -0.070 -5.517
H 1.555 -0.912 -5.425
C 3.581 -5.150 -3.664
H 2.376 -4.099 -2.234
H 3.960 -3.346 -2.514
H 2.776 -5.658 -4.209
H 3.937 -5.833 -2.890
H 4.418 -4.991 -4.360
H 0.465 -1.754 0.529
N -1.724 0.941 2.305
C -1.184 1.458 3.415
C -0.006 2.209 3.389
C 0.674 2.640 2.239
C -1.843 1.227 4.752
H -1.993 0.157 4.959
H -2.814 1.740 4.811
H -1.203 1.636 5.544
C 1.930 3.431 2.517
H 1.725 4.513 2.572
H 2.722 3.269 1.778
H 2.315 3.119 3.497
N 0.222 2.488 0.983
C -2.991 0.260 2.344
C -3.011 -1.149 2.443
C -1.757 -1.935 2.675
C -4.229 -1.793 2.270
H -4.260 -2.882 2.232
C -5.414 -1.063 2.172
H -6.360 -1.586 2.075
C -5.392 0.330 2.196
H -6.313 0.911 2.168
C -4.183 1.009 2.247
C -4.127 2.503 2.155
C 0.624 3.491 0.055
C 1.740 3.264 -0.778
C 2.529 1.995 -0.698
C 2.107 4.257 -1.679
H 2.940 4.060 -2.350
C 1.439 5.482 -1.703
H 1.729 6.251 -2.421
C 0.392 5.724 -0.818
H -0.115 6.689 -0.782
C -0.005 4.753 0.094
C -1.079 5.044 1.102
Gd -1.395 0.821 0.010
H -1.294 -2.258 1.730
H -1.978 -2.861 3.226
H -0.989 -1.395 3.239
H -3.496 2.964 2.928
H -5.141 2.901 2.276
H -3.768 2.844 1.171
H 2.958 1.743 -1.675
H 1.940 1.129 -0.372
H 3.369 2.100 0.003
H -1.875 4.285 1.136
H -1.553 6.004 0.860
H -0.666 5.133 2.117
H 0.410 2.509 4.353
C 1.242 -2.086 -0.127
Si 2.516 -1.827 1.215
H 1.045 -3.125 -0.440
H 1.324 -1.458 -1.030
C 2.569 -3.578 1.876
C 2.039 -0.694 2.625
C 3.978 -1.046 0.376
H 3.923 -1.160 -0.715
H 4.904 -1.520 0.722
H 4.049 0.029 0.591
H 1.600 -3.849 2.325
H 3.341 -3.710 2.641
H 2.754 -4.292 1.059
H 0.972 -0.693 2.870
H 2.309 0.354 2.445
H 2.567 -0.990 3.545
S -0.697 2.455 -2.544
C -2.061 2.427 -1.692
N -2.956 2.248 -0.910



No. 5
7
Properties=species:S:1:pos:R:3 method="wB97M-V/def2-TZVPD" e_above_lowest_ev=4.410 total_charge=-1 e_homo_ev=-3.2 total_energy_ev=-9266.0336 largest_force_ha_per_bohr=0.064 gap_ev=7.6
C 0.661 -1.901 0.944
C 1.371 -1.874 -0.337
C 0.327 0.230 0.753
O 1.086 1.149 0.750
O 1.406 -1.923 -1.551
O 2.237 -1.923 0.678
H -0.667 0.536 0.609



No. 6
25
Properties=species:S:1:pos:R:3 method="wB97M-V/def2-TZVPD" multiplicity=3 e_above_lowest_ev=0.000 total_charge=+1 e_homo_ev="-11.0 / -12.5" total_energy_ev=-24119.8873 largest_force_ha_per_bohr=0.061 gap_ev="7.8 / 7.1"
C 1.657 2.883 -0.020
C 0.390 3.384 0.302
C 1.831 1.536 -0.328
C -0.685 2.614 -0.014
C 0.774 0.688 -0.631
C -0.541 1.227 -0.404
C -1.465 -2.417 0.187
C 0.942 -0.703 -1.083
C -0.285 -1.819 0.767
N -1.482 0.327 -0.470
N -2.160 -3.236 0.975
N 0.781 -1.442 0.117
O -2.024 -2.334 -1.053
I -3.494 0.726 -0.065
H 2.514 3.427 -0.196
H 0.272 4.335 0.625
H 2.749 1.073 -0.633
H -1.729 2.965 0.136
H 0.213 -1.177 -1.765
H 1.928 -0.839 -1.516
H -0.129 -2.024 1.853
H -1.629 -3.759 1.601
H -3.075 -3.625 0.709
H -1.974 -1.480 -1.649
H 1.567 -1.220 0.699